Here is a cluster of 3 separate species, C6H13NO2 in total from the Open Molecules 2025 dataset. Energies are from ωB97M-V/def2-TZVPD.

```
22
Properties=species:S:1:pos:R:3:forces:R:3
N -0.084 2.351 1.399 0.91 -0.25 0.07
C -0.469 1.779 0.396 -3.24 1.21 0.10
O -1.343 1.581 -0.392 1.91 0.03 -0.02
H 0.764 2.142 1.891 0.21 -0.08 -0.05
C -3.293 -0.515 0.001 -0.01 0.18 0.14
C -1.887 -0.723 -0.438 0.70 -1.49 0.82
O -0.984 -1.095 0.316 -1.94 -0.15 -0.73
H -3.911 -1.329 -0.386 0.05 -0.03 -0.03
H -3.362 -0.486 1.085 0.02 -0.03 0.03
H -3.669 0.414 -0.420 -0.08 0.08 -0.07
H -1.715 -0.689 -1.524 0.14 0.20 -0.01
C 1.649 -0.579 -1.420 0.13 0.08 0.16
C 1.428 0.205 -0.125 -1.07 -2.06 0.37
C 2.265 -0.337 1.032 0.15 0.09 -0.24
H 1.351 -1.619 -1.290 0.02 -0.08 -0.03
H 2.698 -0.549 -1.718 0.06 -0.06 -0.11
H 1.053 -0.150 -2.225 -0.02 -0.02 -0.10
H 0.296 -0.204 0.169 2.84 2.25 -0.71
H 1.772 1.222 -0.327 -0.85 0.24 0.19
H 2.121 0.253 1.937 -0.05 -0.04 0.13
H 3.329 -0.304 0.794 0.12 -0.04 0.02
H 1.995 -1.370 1.246 -0.01 -0.05 0.07
```
Positions in Å, forces in eV/Å.

Computed properties:
**HOMO**: -9.62 eV
**ΔE to the lowest compared entry with this formula, charge and spin**: 63.5 kcal per mole
**LUMO**: 0.0327 Eh


Here is a cluster of 3 separate species, C35H30BrFO7P2 in total from the Open Molecules 2025 dataset. Energies are from ωB97M-V/def2-TZVPD.

```
76
Properties=species:S:1:pos:R:3:forces:R:3
C 4.721 -2.721 1.897 -0.20 -0.07 0.14
C 3.212 -2.995 1.666 1.70 0.00 0.18
C 2.861 -4.329 2.303 -0.94 1.20 -0.38
F 3.811 -5.265 1.988 0.27 -0.48 -0.21
P 1.180 -5.020 1.901 0.20 -1.96 0.67
C 0.073 -4.243 3.198 -0.12 0.65 -1.30
C -1.407 -4.076 2.782 0.46 0.07 1.02
O -1.696 -2.673 2.641 0.45 -0.30 -0.22
C -2.454 -2.353 1.548 -2.06 -0.77 2.15
C -3.945 -2.438 1.746 -0.08 -0.30 0.31
O -2.002 -1.996 0.542 1.74 1.17 -2.82
P 0.438 -4.234 -0.013 -0.59 1.41 -0.46
O 1.757 -4.264 -1.016 -0.37 -0.70 0.40
Br -0.772 -6.034 -0.752 0.35 -0.01 0.22
H 5.319 -3.080 1.069 0.10 -0.03 -0.16
H 5.066 -3.253 2.777 0.09 -0.04 0.24
H 4.928 -1.668 2.051 -0.01 0.19 -0.17
H 3.062 -2.987 0.594 -0.46 0.02 -0.12
H 2.692 -2.183 2.156 -0.66 0.00 -0.05
H 2.872 -4.178 3.382 -0.03 -0.22 0.27
H 0.446 -3.243 3.384 0.00 0.22 0.38
H 0.116 -4.835 4.102 0.29 -0.21 0.10
H -1.681 -4.666 1.910 -0.05 0.15 -0.28
H -1.994 -4.431 3.625 -0.33 -0.16 -0.02
H -4.387 -3.049 0.968 0.04 -0.16 -0.20
H -4.207 -2.853 2.709 -0.11 -0.01 0.25
H -4.378 -1.452 1.633 -0.02 0.27 0.08
H 1.449 -4.669 -1.841 0.34 0.13 -0.04
O 8.770 3.459 -3.046 -0.03 -0.02 0.04
C 8.138 2.820 -2.230 0.17 0.17 -0.22
C 8.804 2.252 -1.025 -0.11 -0.07 0.07
C 10.161 2.476 -0.828 0.16 0.02 0.06
C 10.785 1.985 0.306 -0.04 -0.03 0.04
C 10.056 1.268 1.250 0.03 0.03 -0.06
C 8.708 1.027 1.050 0.10 -0.05 0.13
C 8.078 1.512 -0.089 0.04 0.09 -0.11
C 6.631 1.231 -0.298 -0.17 -0.18 0.20
O 6.012 0.543 0.488 0.01 0.02 0.00
C 5.961 1.816 -1.491 0.11 0.06 -0.06
C 4.603 1.594 -1.686 -0.16 0.00 -0.04
C 3.960 2.157 -2.774 0.04 0.04 -0.04
C 4.670 2.946 -3.674 -0.02 -0.05 0.05
C 6.025 3.160 -3.492 -0.11 0.06 -0.13
C 6.677 2.593 -2.404 -0.05 -0.07 0.12
H 10.725 3.038 -1.560 -0.11 0.02 -0.06
H 11.841 2.165 0.460 -0.01 0.00 0.00
H 10.544 0.894 2.141 0.00 -0.01 -0.01
H 8.141 0.465 1.780 -0.10 0.00 -0.09
H 4.052 0.983 -0.983 0.11 -0.01 0.07
H 2.901 1.986 -2.922 0.01 0.00 0.00
H 4.163 3.393 -4.519 0.00 -0.01 0.00
H 6.578 3.770 -4.192 0.11 -0.04 0.07
O -9.920 0.220 -1.047 0.04 0.03 0.01
C -9.050 1.060 -0.942 -0.23 -0.22 -0.03
C -9.395 2.502 -0.800 0.13 0.07 0.01
C -10.731 2.881 -0.767 -0.15 0.08 0.02
C -11.066 4.214 -0.598 0.05 0.04 0.01
C -10.068 5.174 -0.461 -0.04 -0.06 -0.01
C -8.736 4.803 -0.510 -0.07 0.16 0.02
C -8.393 3.468 -0.685 -0.07 -0.13 0.00
C -6.956 3.087 -0.753 0.24 0.23 0.01
O -6.086 3.932 -0.706 -0.04 -0.04 0.01
C -6.611 1.643 -0.874 -0.13 -0.06 -0.01
C -5.275 1.263 -0.904 0.15 -0.09 0.01
C -4.937 -0.077 -0.985 -0.01 -0.06 -0.02
C -5.937 -1.045 -1.036 0.04 0.10 -0.01
C -7.270 -0.671 -1.021 0.07 -0.19 -0.01
C -7.613 0.673 -0.944 0.07 0.13 0.03
H -11.505 2.134 -0.868 0.10 -0.09 0.00
H -12.107 4.507 -0.568 0.01 0.00 0.00
H -10.333 6.213 -0.317 0.00 -0.01 -0.01
H -7.959 5.548 -0.408 0.08 -0.10 -0.03
H -4.500 2.017 -0.860 -0.09 0.08 0.01
H -3.895 -0.373 -1.003 -0.01 -0.02 0.02
H -5.672 -2.093 -1.090 0.00 0.01 -0.03
H -8.046 -1.423 -1.064 -0.09 0.10 -0.02
```
Positions in Å, forces in eV/Å.

Computed properties:
**HOMO**: -7.93 eV
**LUMO**: -0.0365 Eh


Here is a cluster of 2 separate species, C3H6N2O in total from the Open Molecules 2025 dataset. Energies are from ωB97M-V/def2-TZVPD.

```
12
Properties=species:S:1:pos:R:3:forces:R:3
N -0.272 0.224 -1.786 -0.57 0.33 -0.01
C -1.330 0.841 -1.768 0.07 -0.06 -0.05
N -2.308 1.582 -1.730 0.42 -0.26 -0.04
H -0.222 -0.573 -1.147 -0.07 0.03 -0.02
H -3.068 1.378 -2.367 0.04 0.00 0.02
C 1.409 0.015 1.170 -0.02 0.05 -0.10
C 0.497 -1.159 1.370 -0.19 -0.11 -0.19
O -0.318 -1.552 0.562 0.43 0.15 0.33
H 1.241 0.489 0.200 0.05 -0.07 0.18
H 2.450 -0.318 1.251 -0.13 0.02 0.02
H 1.244 0.745 1.972 0.01 -0.13 -0.07
H 0.601 -1.691 2.337 -0.04 0.05 -0.07
```
Positions in Å, forces in eV/Å.

Computed properties:
**HOMO**: -10.06 eV
**ΔE to the lowest compared entry with this formula, charge and spin**: 38.6 kcal per mole
**LUMO**: 0.0339 Eh


Here is a structure of composition H14O13SV from the Open Molecules 2025 dataset. Energies are from ωB97M-V/def2-TZVPD.

```
29
Properties=species:S:1:pos:R:3:forces:R:3
O -0.836 1.073 -0.077 0.08 0.65 -0.71
V 0.527 0.296 -0.204 -1.84 -2.96 -0.68
O 0.477 -0.456 -1.640 0.33 1.08 1.60
S 0.357 -1.970 2.186 -2.45 -4.89 3.69
O 0.719 -3.291 1.711 0.71 -0.14 -0.48
O -0.655 -2.074 3.258 -0.28 0.36 -1.06
O 1.425 -1.200 2.701 4.87 3.17 0.98
O -0.184 -1.207 1.065 -0.88 3.66 -4.52
O -2.882 -0.750 1.047 -1.03 -0.05 -0.50
H -2.826 0.160 1.339 -0.04 0.03 0.32
H -2.091 -1.162 1.395 0.54 -0.28 0.15
O 1.438 2.048 -1.462 0.31 0.30 0.49
H 0.863 2.628 -1.961 -0.51 -0.04 0.06
H 2.262 2.050 -1.948 0.28 -0.29 0.01
O 2.726 -0.344 0.130 0.08 0.53 -0.29
H 3.092 -0.698 0.941 -0.49 -0.37 0.88
H 3.432 -0.434 -0.510 -0.14 -0.12 -0.44
O 1.157 1.538 1.639 0.42 0.32 -0.36
H 1.251 2.313 2.193 -0.19 0.25 -0.22
H 1.442 0.811 2.193 0.06 -1.35 0.85
O -2.989 2.044 1.733 -0.47 0.28 0.16
H -2.494 2.011 0.914 0.46 -0.12 -0.46
H -2.641 2.808 2.193 0.10 0.04 0.20
O -2.361 -1.664 -1.757 -0.18 -0.37 -0.71
H -2.800 -1.253 -1.012 -0.02 0.19 0.88
H -2.111 -0.933 -2.321 0.22 0.14 0.00
O 1.339 -1.122 -4.739 0.20 -0.11 -0.41
H 0.693 -0.971 -4.049 -0.21 -0.07 0.59
H 1.666 -0.249 -4.957 0.05 0.15 -0.04
```
Positions in Å, forces in eV/Å.

Computed properties:
**HOMO**: -4.32 eV
**Charge**: -1
**ΔE to the lowest compared entry with this formula, charge and spin**: 0.0 kcal per mole
**LUMO**: 0.0491 Eh


The highest LUMO belongs to which entry?
H14O13SV


Among the records above, which one has the highest HOMO?
H14O13SV